1.
This record from the Open Molecules 2025 dataset describes 12 unconnected molecules or ions with the total composition C32H50Cl10F2O5. The level of theory is ωB97M-V/def2-TZVPD.

XYZ file:
```
99
Properties=species:S:1:pos:R:3
F -0.1944 8.8231 7.0572
C -0.7574 7.6536 7.4591
C -0.0543 6.4773 7.2889
C -0.6179 5.2817 7.6427
C -1.9145 5.2702 8.2089
C -2.6364 6.4052 8.3993
C -2.0589 7.6474 8.0557
H 0.9576 6.5072 6.9125
H -0.0716 4.3717 7.4429
H -2.3238 4.3088 8.4818
H -3.5846 6.2727 8.8990
H -2.7131 8.5062 8.0851
F -0.4656 -1.9800 -2.1029
C -0.5528 -1.5591 -0.8454
C -0.8697 -2.4235 0.2313
C -0.9769 -1.8690 1.4648
C -0.7949 -0.4627 1.6893
C -0.2940 0.3056 0.5647
C -0.1603 -0.2238 -0.6885
H -1.0793 -3.4635 0.0289
H -1.2523 -2.4972 2.2990
H -0.7441 -0.0238 2.6748
H 0.0398 1.3158 0.7503
H 0.1264 0.3672 -1.5457
C 3.5851 -5.6624 -4.2693
Cl 4.0406 -4.0529 -4.6842
Cl 4.4080 -6.6877 -5.5081
H 3.8706 -5.8638 -3.2368
H 2.5005 -5.6838 -4.3758
C -3.9036 -8.2701 -0.4283
Cl -3.2473 -8.0625 -2.0296
Cl -5.0601 -6.9735 -0.0009
H -4.4799 -9.1949 -0.4540
H -3.1548 -8.3648 0.3581
C -5.6130 -1.5503 -3.0861
Cl -4.7618 -0.1548 -3.7623
Cl -6.7120 -2.6049 -4.0832
H -4.8513 -2.1891 -2.6391
H -6.2721 -1.0772 -2.3581
C 3.7418 6.3173 -5.3895
Cl 3.4744 4.8814 -4.3216
Cl 3.0315 6.0712 -7.0604
H 3.4086 7.2513 -4.9371
H 4.8210 6.3985 -5.5193
C -5.5968 -2.7580 6.9794
Cl -4.2812 -1.5935 7.1484
Cl -5.6335 -3.3561 5.3025
H -5.4315 -3.5730 7.6841
H -6.5441 -2.3300 7.3074
C -0.3358 7.6091 0.6613
C 0.9681 8.1361 0.0493
O 0.9826 8.8676 -0.9353
C 2.2401 7.8373 0.8140
H -0.3687 6.5513 0.4002
H -1.2890 8.0695 0.4016
H -0.2077 7.6193 1.7437
H 3.0476 8.0774 0.1223
H 2.2323 6.7532 0.9271
H 2.2613 8.3935 1.7512
C 1.8868 -8.3443 2.0657
C 1.5491 -9.5992 1.3738
O 0.7401 -10.4217 1.7221
C 2.2958 -9.7533 0.0399
H 1.9655 -7.4305 1.4767
H 2.8850 -8.5010 2.4745
H 1.1658 -8.0688 2.8353
H 3.3410 -9.5935 0.3047
H 1.8241 -9.0016 -0.5930
H 2.1145 -10.7942 -0.2279
C 1.8918 0.6754 -8.4175
C 3.3230 0.4714 -8.8944
O 4.2211 1.2811 -8.8207
C 3.6027 -0.8634 -9.6948
H 1.4473 1.5905 -8.8088
H 1.7319 0.8224 -7.3494
H 1.2649 -0.1927 -8.6216
H 2.7282 -1.2628 -10.2084
H 4.0065 -1.5521 -8.9528
H 4.4004 -0.6056 -10.3914
C -5.4024 1.6551 1.3312
C -5.7102 3.1365 1.1414
O -5.1014 3.9825 1.7021
C -6.8211 3.5487 0.2305
H -6.3118 1.0676 1.2046
H -4.9462 1.4283 2.2948
H -4.7443 1.3032 0.5367
H -7.6819 2.9442 0.5163
H -6.5242 3.5939 -0.8173
H -7.1164 4.5965 0.2852
C 5.7602 -0.8775 -0.1079
C 5.9679 -2.3199 0.2328
O 5.1883 -2.9675 0.9031
C 7.2762 -2.8607 -0.1755
H 6.2116 -0.5922 -1.0581
H 6.1740 -0.3040 0.7215
H 4.6948 -0.7048 -0.2608
H 7.3630 -3.9121 0.0985
H 8.2018 -2.3755 0.1340
H 7.2597 -3.0402 -1.2505
```

Results
structure (SMILES): Fc1ccccc1.Fc1ccccc1.CC(C)=O.CC(C)=O.CC(C)=O.CC(C)=O.CC(C)=O.ClCCl.ClCCl.ClCCl.ClCCl.ClCCl
multiplicity: 1
maximum force: 0.0622 hartree/bohr
HOMO-LUMO gap: 9.08 eV
HOMO energy: -9.12 eV

2.
This record from the Open Molecules 2025 dataset describes 2 unconnected molecules or ions with the total composition C9H11O2. The level of theory is ωB97M-V/def2-TZVPD.

XYZ file:
```
22
Properties=species:S:1:pos:R:3
C -1.7534 2.2454 0.5146
C -0.4397 2.1933 1.3102
O -0.4929 1.7532 2.4895
O 0.5143 2.8716 0.8407
H -1.6756 1.5964 -0.3584
H -2.0359 3.2653 0.2715
H -2.5234 1.8705 1.1801
C 1.1836 -0.6179 1.6623
C 1.3072 -0.2062 -0.8105
C 0.8399 -0.9765 0.2488
C 0.9159 -0.4665 -2.1223
C -0.0488 -2.0219 -0.0260
C 0.0261 -1.4915 -2.3896
C -0.4272 -2.2741 -1.3349
H 1.8764 0.6823 -0.5777
H 1.2387 0.2569 -2.8617
H 1.5113 -1.4095 2.3265
H 0.2284 -0.3239 2.1121
H -0.5899 -2.4789 0.7906
H -0.3019 -1.6898 -3.3984
H -1.0457 -3.1219 -1.5558
H 1.6922 0.3439 1.6885
```

Results
multiplicity: 1
maximum force: 0.0553 hartree/bohr
total charge: -1
HOMO-LUMO gap: 7.46 eV
HOMO energy: -3.93 eV

3.
This record from the Open Molecules 2025 dataset describes 2 unconnected molecules or ions with the total composition CH7N2O. The level of theory is ωB97M-V/def2-TZVPD.

XYZ file:
```
11
Properties=species:S:1:pos:R:3
N -1.7564 -0.6402 -1.3305
H -2.7566 -0.5499 -1.1686
H -1.4632 -0.3326 -2.2840
H -1.1088 -0.0563 -0.6930
N 1.2773 0.2454 1.6690
C 0.9158 -0.0109 0.2567
O 0.0597 0.8680 -0.3105
H 0.4300 0.4777 2.1786
H 1.9134 1.1161 1.7020
H 1.9227 -0.0365 -0.2838
H 0.5662 -1.0809 0.2641
```

Results
multiplicity: 1
maximum force: 0.0463 hartree/bohr
total charge: -1
HOMO-LUMO gap: 7.90 eV
HOMO energy: -2.87 eV

4.
This record from the Open Molecules 2025 dataset describes 2 unconnected molecules or ions with the total composition C2H9N2O3PS. The level of theory is ωB97M-V/def2-TZVPD.

XYZ file:
```
18
Properties=species:S:1:pos:R:3
O 0.5857 1.8636 2.9292
S -0.7398 1.4428 2.5795
O -1.3341 0.3055 3.2260
C -0.9067 1.2233 0.8312
P 0.0712 2.3222 -0.3144
H -1.5658 2.4990 2.7917
H -0.6469 0.1789 0.6672
H -1.9661 1.3454 0.6035
H 0.5240 3.1927 0.6990
H 1.2272 1.5205 -0.3365
C 0.3191 -1.5518 -1.6801
O -0.3307 -0.5195 -1.6116
N -0.0639 -2.6976 -1.0446
N 1.4790 -1.6318 -2.3952
H 0.4577 -3.5522 -1.0848
H -0.9166 -2.6702 -0.5174
H 1.7775 -0.8048 -2.8774
H 2.0293 -2.4661 -2.4654
```

Results
structure (SMILES): O=[SH](=O)CP.NC(N)=O
multiplicity: 1
maximum force: 0.0044 hartree/bohr
HOMO-LUMO gap: 9.99 eV
HOMO energy: -9.47 eV

5.
This record from the Open Molecules 2025 dataset describes a gas-phase ion, C6H8N (charge +1). The level of theory is ωB97M-V/def2-TZVPD.

XYZ file:
```
15
Properties=species:S:1:pos:R:3
C 0.8659 1.2259 -0.5838
C -0.4657 1.8190 -0.2136
C 1.2612 0.0230 -0.7100
C -1.6872 -1.1202 1.1231
C -1.3888 1.0497 0.3755
C 1.7554 -1.2897 -0.7276
N -1.5364 -0.2672 0.2483
H 1.6658 1.9211 -0.9647
H -0.2612 2.8971 -0.0374
H -1.9298 -2.1597 0.8813
H -1.7576 -0.7110 2.2407
H -2.2152 1.7085 0.6408
H 1.8525 -1.6305 0.3346
H 2.6838 -1.3835 -1.3216
H 1.1574 -2.0824 -1.2855
```

Results
multiplicity: 1
maximum force: 0.0850 hartree/bohr
total charge: +1
HOMO-LUMO gap: 7.21 eV
HOMO energy: -13.25 eV

6.
This record from the Open Molecules 2025 dataset describes 15 unconnected molecules or ions with the total composition C15H60N30O15. The level of theory is ωB97M-V/def2-TZVPD.

XYZ file:
```
120
Properties=species:S:1:pos:R:3
C -1.9819 0.5326 3.2817
O -1.0608 0.6102 2.4443
N -3.1459 1.2565 3.2671
N -1.8077 -0.0143 4.5462
H -3.7897 1.1964 4.0262
H -3.0930 2.0168 2.5618
H -0.8913 -0.1480 4.9247
H -2.5036 0.1096 5.2553
C -1.4501 4.0799 1.6963
O -2.5645 3.4980 1.6807
N -0.3516 3.4858 2.2684
N -1.2305 5.3238 1.1369
H -0.4944 2.5323 2.5640
H 0.5423 3.8927 2.0678
H -0.2369 5.4349 1.0124
H -1.7960 5.5788 0.3276
C -3.0196 -2.8224 1.0871
O -3.5405 -3.1434 0.0343
N -2.1716 -1.7506 1.1935
N -3.1914 -3.4921 2.2665
H -1.6126 -1.6760 2.0265
H -1.8784 -1.1962 0.4130
H -3.7504 -4.3149 2.3756
H -2.5697 -3.2311 3.0139
C 5.3192 -2.0948 2.5753
O 6.4558 -2.2681 2.1612
N 4.1905 -2.2624 1.7997
N 5.0134 -1.4731 3.7667
H 4.3955 -2.3544 0.8152
H 3.3129 -2.0073 2.2013
H 4.1333 -1.1157 4.0721
H 5.8544 -1.3769 4.3170
C 2.4535 -3.2469 -1.8468
O 2.8093 -2.5305 -0.8556
N 1.4174 -2.8175 -2.6190
N 2.9170 -4.4906 -2.1273
H 1.0603 -3.3047 -3.4285
H 1.1098 -1.8949 -2.3006
H 2.5129 -5.0118 -2.8822
H 3.5074 -4.9562 -1.4621
C 4.9422 0.3933 -1.5931
O 5.2086 -0.2734 -2.5930
N 3.9128 0.1282 -0.7677
N 5.4857 1.6014 -1.2990
H 3.6762 0.6690 0.0471
H 3.5513 -0.8092 -0.9441
H 5.1383 2.0961 -0.4982
H 6.4186 1.8284 -1.5900
C 0.2758 -5.0786 0.8123
O 0.5423 -5.9500 -0.0081
N 1.0140 -3.9226 0.9768
N -0.6886 -5.1622 1.7865
H 0.8577 -3.3694 1.8028
H 1.7154 -3.6288 0.3197
H -0.9634 -4.3980 2.3661
H -1.2575 -5.9916 1.7579
C 0.0378 0.0273 -0.7930
O 0.4509 -0.3347 -1.9108
N -1.0297 0.8817 -0.6618
N 0.4996 -0.3859 0.4276
H -1.5228 1.1945 -1.4942
H -1.1650 1.4591 0.1520
H 1.2731 -1.0435 0.3818
H -0.0763 -0.3646 1.2636
C -3.4699 0.2076 -4.0688
O -4.0462 -0.8427 -3.7893
N -4.0723 1.1887 -4.8047
N -2.3027 0.5322 -3.4539
H -4.8857 0.8859 -5.3114
H -3.5717 2.0042 -5.1133
H -1.8082 -0.0543 -2.8052
H -1.7519 1.3296 -3.7396
C 1.1868 -2.4147 3.9053
O 0.1477 -2.4534 3.2065
N 1.5645 -1.2467 4.5179
N 2.1300 -3.3803 3.9123
H 1.0658 -0.4377 4.1962
H 2.1839 -1.1896 5.3057
H 3.0012 -3.0457 4.2887
H 1.9252 -4.3118 3.5883
C -3.4464 4.7936 -1.3605
O -3.0371 5.9296 -1.1603
N -4.6607 4.3216 -0.8930
N -2.8898 3.9393 -2.2654
H -4.8030 3.3282 -0.9289
H -4.9205 4.8674 -0.0852
H -1.8982 4.1617 -2.4345
H -3.2338 3.0724 -2.6316
C -1.0038 -3.0251 -5.0543
O -0.4037 -3.9849 -4.5754
N -0.5969 -1.7101 -5.0939
N -2.1340 -3.1832 -5.8413
H 0.2419 -1.4059 -4.6283
H -1.0727 -0.9716 -5.5706
H -2.5213 -4.0949 -5.9824
H -2.5748 -2.3184 -6.0810
C 0.8909 4.7039 -3.4573
O -0.2740 4.5009 -3.0564
N 1.8936 3.7984 -3.3454
N 1.1567 5.8220 -4.1713
H 2.8536 4.0588 -3.4839
H 1.6925 2.9121 -2.9049
H 0.5127 6.5906 -4.1853
H 2.0600 5.9413 -4.5949
C 4.2962 1.7328 2.8208
O 4.6417 1.9339 1.6601
N 3.0574 1.3168 3.1913
N 5.1843 1.9056 3.8479
H 2.8092 1.3491 4.1639
H 2.2925 1.1800 2.5518
H 6.0453 2.3562 3.5907
H 4.7636 2.0667 4.7465
C -5.4563 0.4897 -0.2348
O -6.5820 0.6873 -0.6573
N -4.4030 -0.0577 -0.9241
N -5.0015 0.8718 1.0482
H -3.5270 -0.2890 -0.5191
H -4.6897 -0.2309 -1.8857
H -5.7081 0.8932 1.7623
H -4.0199 0.8549 1.1894
```

Results
multiplicity: 1
maximum force: 0.0667 hartree/bohr
HOMO-LUMO gap: 8.11 eV
HOMO energy: -8.98 eV

> Which value of HOMO-LUMO gap does entry 1 give?

9.08 eV